# 1
Density functional theory data (the ωB97M-V functional and the def2-TZVPD basis) for a 2-piece molecular cluster, C2H6NO2 overall.

Geometry as XYZ:
```
11
C2H6NO2, DFT the ωB97M-V functional and the def2-TZVPD basis
C -1.76 -0.46 -1.87
O -1.91 0.16 -0.63
H -2.19 0.14 -2.67
H -0.71 -0.63 -2.12
H -2.25 -1.46 -1.89
C 1.67 0.06 0.88
N 0.56 0.35 0.20
O 1.79 -0.12 2.10
H 2.58 -0.07 0.23
H -1.00 0.22 -0.18
H 0.85 0.70 -0.72
```

## Properties
spin multiplicity	1
HOMO-LUMO gap	8.01	eV
total charge	-1

---

# 2
Density functional theory data (the ωB97M-V functional and the def2-TZVPD basis) for C9H12AuN2O10P2S as an isolated structure.

Geometry as XYZ:
```
37
C9H12AuN2O10P2S, DFT the ωB97M-V functional and the def2-TZVPD basis
Au 0.35 1.82 0.96
N -0.96 2.88 -3.37
C 0.29 2.14 -3.11
C 1.15 1.99 -4.38
P 1.24 3.24 -1.94
O 2.71 2.55 -1.94
O 1.25 4.55 -2.61
O 0.74 3.18 -0.50
P -0.15 0.43 -2.58
O 0.78 0.19 -1.32
O -0.12 -0.58 -3.64
O -1.69 0.49 -2.05
H -0.70 3.85 -3.54
H -1.80 2.33 -1.70
H -1.41 2.52 -4.21
H 1.43 2.99 -4.73
H 0.57 1.48 -5.15
H 2.05 1.41 -4.20
H 2.81 2.02 -1.14
H 0.49 -0.48 -0.67
O 1.29 -3.54 0.84
S 0.01 -2.94 1.08
O -1.11 -3.42 0.31
N 0.12 -1.31 0.99
C -0.09 -0.75 2.17
O -0.04 0.48 2.45
C -0.39 -1.71 3.27
C -0.66 -1.44 4.60
C -0.91 -2.51 5.45
C -0.90 -3.82 4.97
C -0.62 -4.09 3.63
C -0.37 -3.01 2.81
H -0.66 -0.42 4.96
H -1.13 -2.33 6.49
H -1.10 -4.64 5.65
H -0.61 -5.10 3.25
O -1.87 1.55 -1.09
```

## Properties
spin multiplicity	1
HOMO-LUMO gap	8.92	eV
total charge	-1

---

# 3
Density functional theory data (the ωB97M-V functional and the def2-TZVPD basis) for a 2-piece molecular cluster, BrHOS overall.

Geometry as XYZ:
```
4
BrHOS, DFT the ωB97M-V functional and the def2-TZVPD basis
O 0.15 -0.05 0.60
S 0.19 -1.15 1.75
Br -2.84 -0.20 -0.14
H -0.85 0.18 0.53
```

## Properties
spin multiplicity	1
HOMO-LUMO gap (spin up / spin down)	4.88 / 7.66	eV
total charge	0

---

# 4
Density functional theory data (the ωB97M-V functional and the def2-TZVPD basis) for a 2-piece molecular cluster, C7H11NSi overall.

Geometry as XYZ:
```
20
C7H11NSi, DFT the ωB97M-V functional and the def2-TZVPD basis
C -1.88 -3.02 -0.07
C -1.68 -2.51 1.22
C -1.50 -2.24 -1.16
C -1.03 -1.32 1.41
C -0.96 -0.95 -0.99
C -0.66 -0.66 0.30
C 2.50 3.27 0.12
N 0.39 1.35 0.74
Si 1.43 1.82 -0.55
H -2.43 -4.02 -0.18
H -2.02 -2.98 2.06
H -1.52 -2.56 -2.28
H -0.65 -1.05 2.34
H -0.76 -0.39 -1.92
H 1.87 4.22 0.29
H 2.77 3.04 1.11
H 3.37 3.45 -0.54
H -0.69 1.46 0.77
H 0.92 2.38 -1.93
H 2.51 0.71 -0.73
```

## Properties
spin multiplicity	1
HOMO-LUMO gap (spin up / spin down)	8.73 / 8.74	eV
total charge	0

---

| no. | strongest force on any atom (eV/A) | electronic energy (hartree) |
| --- | --- | --- |
| 1 | 0.64 | -285.06212 |
| 2 | 0.49 | -2428.91029 |
| 3 | 1.90 | -3047.93136 |
| 4 | 5.46 | -617.42972 |